Run a
Molecular formula: C10H16N3O
Method: DFT, ωB97M-V with the def2-TZVPD basis set

Output
HOMO   -0.4297 Eh
Charge   +1
2S+1   1
Frontier orbital gap   8.525 eV

The geometry in XYZ format:
```
30
C10H16N3O (ωB97M-V with the def2-TZVPD basis set)
C -0.195 3.243 0.411
C -0.662 2.706 -0.753
C 0.515 2.208 0.983
C -0.194 1.389 -0.868
C -2.407 0.265 -0.151
C 2.831 -1.734 -1.010
C 1.534 -2.480 -0.796
C 1.489 -0.972 -0.818
C 1.327 -0.710 1.640
C 1.213 -0.142 0.443
N 0.581 1.078 0.208
N -2.280 -0.928 -0.619
N -2.390 0.568 1.113
O -1.841 -1.893 0.215
H -0.344 4.245 0.800
H -1.136 3.243 -1.614
H 1.131 2.310 1.845
H -0.372 0.594 -1.617
H 3.509 -1.589 -0.213
H 3.449 -1.717 -1.921
H 1.125 -3.044 -1.570
H 1.393 -2.930 0.195
H 1.274 -0.389 -1.667
H -2.892 1.002 -0.757
H 1.862 -1.565 1.945
H 1.040 -0.003 2.396
H -2.352 -1.202 -1.559
H -2.562 1.419 1.617
H -2.176 -0.253 1.730
H -2.471 -2.717 0.393
```

Run b
Molecular formula: C10H16N3O
Method: DFT, ωB97M-V with the def2-TZVPD basis set

Output
HOMO   -0.4644 Eh
SMILES string   Cc1[nH]ncc1[C@@]1(C)C(=O)CC[N@@H+]1C
Charge   +1
2S+1   1
Frontier orbital gap   9.760 eV

The geometry in XYZ format:
```
30
C10H16N3O (ωB97M-V with the def2-TZVPD basis set)
C 1.695 1.529 -1.568
C 2.010 0.567 -0.489
N 3.289 0.201 -0.218
N 3.368 -0.637 0.796
C 2.146 -0.886 1.160
C 1.187 -0.159 0.411
C -0.264 -0.168 0.608
C -0.634 -0.883 1.964
C -0.779 1.297 0.761
O -0.309 2.014 1.545
C -2.093 1.503 -0.045
C -2.456 0.101 -0.481
N -1.070 -0.595 -0.645
C -0.957 -2.046 -0.780
H 0.647 1.835 -1.822
H 2.160 2.468 -1.286
H 2.288 1.330 -2.549
H 4.047 0.441 -0.708
H 1.889 -1.547 2.028
H -1.637 -1.060 1.907
H -0.326 -0.195 2.743
H 0.124 -1.774 1.936
H -2.812 1.951 0.709
H -1.812 2.306 -0.810
H -3.036 -0.283 0.320
H -3.058 0.194 -1.505
H -0.634 -0.156 -1.377
H -1.726 -2.541 -0.198
H -1.222 -2.426 -1.854
H -0.025 -2.384 -0.554
```

run b is the most stable structure; the next one sits 0.0830 hartree above it.

Run a
Molecular formula: C6H17NSi2
Method: DFT, ωB97M-V with the def2-TZVPD basis set

Output
HOMO (spin up / spin down)   -0.2787 / -0.2621 Eh
2S+1   1
Frontier orbital gap (spin up / spin down)   7.313 / 6.538 eV

The geometry in XYZ format:
```
26
C6H17NSi2 (ωB97M-V with the def2-TZVPD basis set)
C 2.551 1.863 -0.552
C 2.005 1.517 0.841
C 3.027 0.516 -1.134
C 1.841 -0.002 0.791
C -5.066 -0.693 0.601
C -4.291 -0.755 -0.712
N 2.932 -0.432 -0.050
Si -2.528 -0.080 -0.510
Si 3.666 -1.974 0.011
H 1.774 2.296 -1.180
H 3.371 2.576 -0.488
H 2.728 1.787 1.611
H 1.064 2.021 1.054
H 2.378 0.224 -1.972
H 4.054 0.557 -1.502
H 1.903 -0.475 1.771
H 0.870 -0.257 0.338
H -5.113 0.331 0.970
H -6.086 -1.057 0.476
H -4.576 -1.299 1.361
H -4.822 -0.176 -1.470
H -4.275 -1.788 -1.066
H -1.823 -0.718 0.599
H -2.499 1.377 -0.397
H 3.854 -2.328 1.409
H 3.061 -3.031 -0.799
```

Run b
Molecular formula: C6H17NSi2
Method: DFT, ωB97M-V with the def2-TZVPD basis set

Output
HOMO (spin up / spin down)   -0.3290 / -0.2484 Eh
2S+1   1
Frontier orbital gap (spin up / spin down)   8.686 / 6.502 eV

The geometry in XYZ format:
```
26
C6H17NSi2 (ωB97M-V with the def2-TZVPD basis set)
C -2.844 0.932 0.891
C -2.330 1.977 -0.116
C -2.113 -0.415 0.788
C 2.139 -2.565 0.048
C 0.903 -0.555 -1.976
C 2.901 0.433 0.191
N -1.074 2.523 0.272
Si -0.277 -0.297 1.273
Si 1.469 -0.779 -0.164
H -2.714 1.342 1.891
H -3.913 0.770 0.716
H -2.352 1.528 -1.126
H -3.080 2.791 -0.120
H -2.626 -1.125 1.441
H -2.218 -0.792 -0.230
H 2.626 -2.687 1.011
H 1.346 -3.304 -0.008
H 2.866 -2.812 -0.718
H 1.755 -0.476 -2.653
H 0.285 -1.384 -2.316
H 0.320 0.359 -2.082
H 3.082 0.533 1.256
H 3.828 0.105 -0.270
H 2.674 1.422 -0.191
H -0.475 2.661 -0.540
H -0.179 -0.186 2.733
```

run b is the most stable structure; the next one sits 0.0469 hartree above it.

Run a
Molecular formula: C5H13NO2
Method: DFT, ωB97M-V with the def2-TZVPD basis set

Output
HOMO (spin up / spin down)   -0.5538 / -0.5538 Eh
Charge   +1
2S+1   2
Frontier orbital gap (spin up / spin down)   11.069 / 6.062 eV

The geometry in XYZ format:
```
21
C5H13NO2 (ωB97M-V with the def2-TZVPD basis set)
C -2.544 -0.094 0.826
C -1.844 -1.390 0.381
C -0.542 -1.082 -0.344
C 0.469 -0.359 0.582
C 1.898 -0.821 0.282
N 2.691 -0.055 -0.424
O 2.231 -1.965 0.649
H -3.431 -0.248 1.436
H -2.806 0.555 -0.021
H -1.859 0.544 1.397
H -1.676 -1.922 1.319
H -2.503 -1.972 -0.250
H -0.071 -1.976 -0.744
H -0.782 -0.444 -1.195
H 0.430 0.713 0.511
H 0.283 -0.674 1.609
H 3.629 -0.355 -0.654
H 2.352 0.867 -0.675
H 1.523 2.924 -1.961
H 1.611 4.183 -1.191
O 0.941 3.570 -1.531
```

Run b
Molecular formula: C5H13NO2
Method: DFT, ωB97M-V with the def2-TZVPD basis set

Output
HOMO (spin up / spin down)   -0.4884 / -0.4885 Eh
Charge   +1
2S+1   2
Frontier orbital gap (spin up / spin down)   8.880 / 6.510 eV

The geometry in XYZ format:
```
21
C5H13NO2 (ωB97M-V with the def2-TZVPD basis set)
C 0.127 2.851 0.785
N 0.336 2.286 -0.555
C 0.853 1.120 -0.849
C 1.127 0.135 0.085
C 1.843 -1.080 -0.107
C 2.143 -1.540 -1.352
H -0.649 3.600 0.681
H -0.104 2.143 1.569
H 0.992 3.448 0.984
H 0.409 3.025 -1.243
H 0.927 0.936 -1.912
H 1.058 0.352 1.148
H 2.009 -1.773 0.707
H 2.646 -2.495 -1.488
H 1.949 -1.111 -2.302
H -1.457 -0.361 0.140
H -1.057 -1.863 0.312
O -1.675 -1.258 -0.107
H -4.603 -2.711 1.336
H -3.175 -2.700 0.709
O -3.698 -3.004 1.456
```

run a is the most stable structure; the next one sits 0.0033 hartree above it.

Run a
Molecular formula: C4H7NO2
Method: DFT, ωB97M-V with the def2-TZVPD basis set

Output
HOMO (spin up / spin down)   -0.0026 / -0.1204 Eh
Charge   -1
2S+1   2
Frontier orbital gap (spin up / spin down)   3.895 / 7.064 eV

The geometry in XYZ format:
```
14
C4H7NO2 (ωB97M-V with the def2-TZVPD basis set)
C -1.651 0.255 0.652
N -0.670 -0.385 0.005
C -0.982 -1.107 -1.191
C 0.764 -0.328 0.495
C 1.765 -0.064 -0.597
O 2.527 0.968 -0.699
O -1.550 0.978 1.630
H -2.634 0.064 0.164
H -2.054 -1.204 -1.355
H -0.537 -0.627 -2.066
H -0.511 -2.096 -1.201
H 0.927 -1.274 1.035
H 0.735 0.527 1.168
H 1.787 -0.909 -1.329
```

Run b
Molecular formula: C4H7NO2
Method: DFT, ωB97M-V with the def2-TZVPD basis set

Output
HOMO (spin up / spin down)   0.0115 / -0.1164 Eh
Charge   -1
2S+1   2
Frontier orbital gap (spin up / spin down)   3.523 / 6.949 eV

The geometry in XYZ format:
```
14
C4H7NO2 (ωB97M-V with the def2-TZVPD basis set)
C -0.538 -0.263 1.773
N -0.179 0.169 0.477
C 0.856 1.170 0.323
C -0.877 -0.476 -0.686
C 0.123 -0.869 -1.658
O 0.524 -1.961 -2.115
O -1.193 -1.262 2.056
H 0.063 0.259 2.464
H 1.214 1.667 1.220
H 1.786 0.723 -0.208
H 0.625 1.933 -0.481
H -1.645 0.191 -1.043
H -1.243 -1.391 -0.177
H 0.485 0.112 -1.944
```

run a is the most stable structure; the next one sits 0.0369 hartree above it.

Run a
Molecular formula: C3H2N2O2
Method: DFT, ωB97M-V with the def2-TZVPD basis set

Output
HOMO   -0.4301 Eh
SMILES string   [H]/N=C(/C#N)OC=O
2S+1   1
Frontier orbital gap   11.450 eV

The geometry in XYZ format:
```
9
C3H2N2O2 (ωB97M-V with the def2-TZVPD basis set)
H -0.863 -1.472 -0.841
N -1.407 -0.695 -0.472
C -0.721 0.087 0.226
C -1.303 1.297 0.789
N -1.739 2.283 1.205
O 0.610 0.000 0.609
C 1.553 -0.405 -0.294
O 1.340 -0.723 -1.425
H 2.530 -0.372 0.205
```

Run b
Molecular formula: C3H2N2O2
Method: DFT, ωB97M-V with the def2-TZVPD basis set

Output
HOMO   -0.3889 Eh
SMILES string   O=c1cnnco1
2S+1   1
Frontier orbital gap   9.574 eV

The geometry in XYZ format:
```
9
C3H2N2O2 (ωB97M-V with the def2-TZVPD basis set)
O -2.165 0.883 0.001
C -1.065 0.443 0.153
C -0.659 -0.854 0.330
N 0.467 -1.447 0.241
N 1.545 -0.601 -0.018
C 1.247 0.630 -0.407
O 0.035 1.189 -0.399
H -1.479 -1.536 0.538
H 2.075 1.292 -0.438
```

run a is the most stable structure; the next one sits 0.0432 hartree above it.